This record from the OMol25 dataset describes a structure of composition C25H47B2CaClINO7S in a non-equilibrium geometry. The level of theory is ωB97M-V/def2-TZVPD.

Structure (XYZ):
```
86
Properties=species:S:1:pos:R:3:mulliken_charge:R:1
C 5.5358 -3.0673 3.7090 -0.93
C 6.0283 -2.3125 2.3513 -0.12
B 5.3566 -0.8894 2.1968 0.06
O 6.0586 0.1944 2.8225 -0.54
N 4.0291 -0.5018 1.5449 -0.08
C 2.8510 -1.4172 1.8663 -0.32
S 2.8430 -3.1855 1.5027 -0.14
C 1.6901 -0.5322 1.2216 0.13
C 0.4017 -1.3746 1.0669 -0.40
O 0.0458 -2.0697 0.0642 -0.64
O -0.3748 -1.4012 2.1154 -0.77
C 2.3896 0.1705 -0.0535 2.46
C 1.9261 1.6979 0.2856 -0.61
C 0.3692 1.9253 0.3947 -0.53
C -0.0723 3.0021 -0.7213 -0.25
C -1.4458 3.7181 -0.3936 -0.78
C -2.5598 2.7952 0.2607 -0.29
C -3.9689 2.8656 -0.5247 -0.76
C -4.5493 1.3931 -0.6237 -0.51
C -5.7663 1.2276 -1.6270 -0.37
C -5.7478 -0.2990 -2.1200 -0.92
C -6.2760 -1.3033 -1.0047 -0.45
C -7.8727 -1.3141 -0.8875 -0.51
C -8.3531 -1.4206 0.6410 -0.62
O -8.7088 -2.7510 1.0199 -0.42
C -7.5588 -3.5512 1.3380 -0.56
C 1.6974 -0.0227 -1.4363 -0.58
C 2.0511 -1.2041 -2.3794 -0.11
O 2.5034 -0.9846 -3.4698 -0.48
Cl 1.7635 -3.0139 -2.0449 -0.32
C 4.0064 0.1999 0.1625 -0.85
C 4.7953 1.5660 0.2009 -1.34
C 4.9391 2.4392 -1.1041 -1.04
C 4.1219 2.1181 -2.3929 -0.74
I 4.4706 4.5346 -0.5727 0.12
B 4.9917 -0.7737 -0.6711 1.45
O 6.2235 -0.3633 -1.2294 -0.66
O 4.7030 -2.1664 -0.9562 -0.68
H 6.4586 -3.2000 4.3338 0.32
H 5.0655 -4.0552 3.4651 0.29
H 4.8052 -2.3761 4.2186 0.28
H 7.1537 -2.2658 2.3469 0.47
H 5.7548 -3.0278 1.5103 0.14
H 5.4483 0.4989 3.5290 0.33
H 3.7589 0.3195 2.1338 0.56
H 2.6577 -1.3696 2.9837 0.67
H 1.9743 -3.5040 0.4912 0.05
H 1.4525 0.1516 2.0953 0.30
H 2.3208 2.4492 -0.4455 -0.65
H 2.3602 1.9254 1.3102 0.54
H -0.2931 1.0390 0.2254 -0.07
H 0.0820 2.3740 1.3873 0.46
H 0.7088 3.8025 -0.8395 0.22
H -0.2330 2.4122 -1.6827 0.12
H -1.8662 4.0732 -1.3878 0.40
H -1.2990 4.6534 0.2281 0.38
H -2.7849 3.2328 1.2820 0.27
H -2.3069 1.7039 0.3183 0.14
H -4.6948 3.4819 0.0847 0.21
H -3.8739 3.3538 -1.5350 0.33
H -4.8292 1.0687 0.4260 0.22
H -3.7249 0.7093 -1.0069 0.21
H -6.7316 1.4537 -1.0804 0.30
H -5.6757 1.8798 -2.5510 0.35
H -4.6888 -0.6226 -2.3707 0.31
H -6.3970 -0.4094 -3.0388 0.37
H -5.9909 -2.3481 -1.3547 0.28
H -5.7685 -1.1661 -0.0106 0.26
H -8.2898 -2.2315 -1.4022 0.34
H -8.2855 -0.3944 -1.3963 0.42
H -7.5248 -0.9776 1.2740 0.41
H -9.2801 -0.7873 0.7314 0.29
H -6.6388 -2.9202 1.5228 0.23
H -7.3401 -4.2733 0.4908 0.21
H -7.7537 -4.1209 2.2939 0.26
H 0.5780 -0.1576 -1.2461 0.55
H 1.7303 0.9221 -2.0622 0.60
H 4.4318 2.2585 1.0263 0.74
H 5.8746 1.3936 0.5210 0.45
H 6.0230 2.5150 -1.4203 0.75
H 3.9684 1.0378 -2.6614 -0.02
H 3.1017 2.6177 -2.4009 0.21
H 4.6623 2.5841 -3.2758 0.48
H 6.5590 -1.0465 -1.8374 0.30
H 4.5703 -2.2620 -1.9198 0.25
Ca 2.2334 -4.3236 -3.8560 1.58
```

As for the HOMO-LUMO gap: 2.4 eV. For the lowest unoccupied orbital energy, the calculation gives -9.413 eV. As for the charge: +2. The calculation puts the energy at -3444.88515 Ha.

This record from the OMol25 dataset describes the molecule CH3ClN2O2 in a non-equilibrium geometry. The level of theory is ωB97M-V/def2-TZVPD.

Structure (XYZ):
```
9
Properties=species:S:1:pos:R:3:mulliken_charge:R:1
C -0.0396 -0.0706 -0.1657 -0.63
N 0.6741 -0.4056 -1.2805 -0.16
N 1.8463 -1.1475 -1.2668 1.28
O 2.2987 -1.4400 -0.1756 -0.67
O 2.3114 -1.4515 -2.3084 -0.63
Cl -0.0045 -0.1438 -2.8958 -0.01
H -0.1115 0.9947 -0.2326 0.27
H -1.0197 -0.5766 -0.0926 0.23
H 0.7742 -0.5262 0.5759 0.33
```

As for the SMILES: CN(Cl)[N+](=O)[O-]. As for the HOMO-LUMO gap: 10.3 eV. For the lowest unoccupied orbital energy, the calculation gives -0.005 eV. As for the energy relative to the best compared isomer or geometry (same formula, charge and spin): 3.061 eV. The calculation puts the energy at -759.89893 Ha.

This record from the OMol25 dataset describes a cluster of 2 separate species, C4H13N2Si in total in a non-equilibrium geometry. The level of theory is ωB97M-V/def2-TZVPD.

Structure (XYZ):
```
20
Properties=species:S:1:pos:R:3:mulliken_charge:R:1
C 1.4157 -1.5315 1.0381 0.28
C -0.0988 1.6414 1.2586 -0.85
C -2.2233 -0.1767 -0.4295 -1.07
C 0.2025 0.6948 -1.8737 -1.01
N 0.3199 -1.0313 0.7215 -0.31
N 2.5040 -1.6068 0.3126 -0.27
Si -0.4440 0.4185 -0.1188 0.25
H 1.3988 -2.1864 1.9727 0.23
H -0.8358 2.4827 1.2155 0.33
H -0.1996 1.1300 2.1678 0.32
H 0.9554 2.1008 1.2278 0.29
H -2.1541 -1.1755 -0.9165 0.33
H -2.8435 -0.1809 0.4973 0.34
H -2.8196 0.3891 -1.0713 0.41
H 1.0642 -0.0745 -2.1220 0.26
H -0.6510 0.6865 -2.5312 0.29
H 0.6642 1.6557 -1.9982 0.36
H -0.7687 -1.1719 1.9784 0.38
H 3.3247 -1.8508 0.8011 0.25
H 2.6393 -1.3403 -0.6239 0.20
```

As for the HOMO-LUMO gap: 9.0 eV. For the lowest unoccupied orbital energy, the calculation gives -5.595 eV. As for the charge: +1. As for the energy relative to the best compared isomer or geometry (same formula, charge and spin): 2.842 eV. The calculation puts the energy at -558.90018 Ha.

This record from the OMol25 dataset describes a cluster of 2 separate species, CH10NSi2 in total in a non-equilibrium geometry. The level of theory is ωB97M-V/def2-TZVPD.

Structure (XYZ):
```
14
Properties=species:S:1:pos:R:3:mulliken_charge:R:1
C 0.0015 -0.0477 -0.0408 -0.45
N 0.0463 -1.5084 0.1531 -0.36
Si -1.7011 0.8224 0.1564 0.38
Si 1.6551 0.8107 0.0954 0.39
H 0.5493 0.0172 -1.9647 0.21
H 1.0063 -1.9113 -0.1681 0.41
H -0.7747 -2.0327 -0.1743 0.36
H 0.1069 -1.5077 1.2823 0.44
H -1.9766 1.9826 -0.6585 -0.03
H -2.6813 -0.1733 -0.2948 -0.11
H -1.6543 1.0403 1.6355 -0.04
H 1.5875 1.2543 1.4913 -0.08
H 1.4856 2.1548 -0.4215 -0.04
H 2.6188 -0.0700 -0.5053 -0.08
```

As for the HOMO-LUMO gap (alpha / beta): 8.7 / 8.7 eV. For the lowest unoccupied orbital energy (alpha / beta), the calculation gives -5.267 / -5.260 eV. As for the charge: +1. As for the energy relative to the best compared isomer or geometry (same formula, charge and spin): 3.450 eV. The calculation puts the energy at -677.37163 Ha.

This record from the OMol25 dataset describes a structure of composition C23H47NO2PbSi3Te in a non-equilibrium geometry. The level of theory is ωB97M-V/def2-TZVPD.

Structure (XYZ):
```
78
Properties=species:S:1:pos:R:3:mulliken_charge:R:1
Pb 11.9233 11.2995 8.3550 1.00
C 12.7987 10.4099 11.8604 -1.19
O 12.0232 10.4928 10.6548 -0.25
Si 10.6354 9.5440 10.4596 0.36
C 10.7737 7.8838 11.2316 -1.13
C 9.2316 10.3997 11.2826 -1.07
C 10.6489 9.4189 8.5855 0.34
Si 8.9493 9.5146 7.6897 0.32
C 8.0352 11.0958 8.3618 -0.76
C 8.0572 7.9111 8.0936 -1.11
C 9.3899 9.8150 5.8824 -0.93
Si 11.9813 8.0433 8.0615 0.37
C 11.3891 6.2985 8.2610 -1.16
C 12.3592 8.3528 6.2507 -1.19
C 13.5413 8.3012 9.1830 -0.63
H 13.0942 9.3603 11.9778 0.43
H 12.2130 10.6638 12.7382 0.34
H 13.6918 10.9986 11.7649 0.32
H 10.5270 7.9669 12.3018 0.41
H 11.7493 7.3663 11.1845 0.40
H 10.0185 7.2327 10.7626 0.32
H 9.4954 10.7043 12.3273 0.37
H 8.3819 9.7643 11.3405 0.42
H 8.9408 11.3223 10.7633 0.14
H 7.3655 10.8724 9.1964 0.38
H 7.3510 11.5116 7.6011 0.45
H 8.7115 11.9349 8.6621 -0.11
H 8.2016 7.6095 9.1248 0.33
H 8.3530 7.0763 7.4488 0.34
H 7.0077 8.1093 7.9918 0.53
H 9.5136 10.8952 5.6898 0.22
H 8.6506 9.4594 5.1568 0.46
H 10.3197 9.2984 5.6396 0.14
H 10.5264 6.1170 7.6324 0.35
H 11.0550 6.0477 9.2736 0.37
H 12.1555 5.5629 8.0064 0.47
H 11.5451 7.9997 5.6294 0.47
H 13.2464 7.8112 5.8822 0.50
H 12.5360 9.4282 5.9998 0.21
H 13.3152 8.4925 10.2217 0.09
H 14.2010 9.1275 8.8753 -0.07
H 14.0795 7.3855 9.1187 0.71
C 10.3970 16.4530 9.8936 -0.91
N 10.7199 15.0334 10.0375 0.11
C 10.8141 14.5723 11.4186 -0.89
C 10.7024 14.1710 9.0391 0.74
C 10.5509 14.5290 7.5706 -1.22
O 10.7613 12.9209 9.3514 -0.46
H 9.5670 16.6659 10.5796 0.33
H 10.1134 16.7370 8.9028 0.32
H 11.2448 17.0259 10.2327 0.33
H 11.0933 13.5089 11.4813 0.08
H 9.8432 14.7527 11.9293 0.37
H 11.5665 15.2028 11.8662 0.42
H 11.5790 14.6580 7.1745 0.25
H 10.0442 15.4678 7.3787 0.50
H 10.0734 13.7429 6.9870 0.13
C 19.3409 9.6566 7.0087 -1.52
C 18.0364 10.3563 7.2253 0.49
C 17.6086 10.6614 8.5253 -1.12
C 16.4258 11.3315 8.7383 0.89
C 15.9855 11.6428 10.1233 -1.06
C 15.6633 11.7830 7.5972 0.20
Te 14.0149 13.0575 7.8680 0.30
C 16.0066 11.3821 6.2786 0.94
C 15.1941 11.6658 5.0635 -1.54
C 17.1941 10.6797 6.1541 -0.91
H 19.9145 10.1438 6.2209 0.40
H 19.1746 8.6181 6.6802 0.33
H 19.9630 9.6201 7.8994 0.39
H 18.2164 10.3360 9.3564 0.37
H 16.6468 11.1473 10.8364 0.43
H 14.9452 11.3576 10.2589 -0.34
H 16.0156 12.7259 10.3284 0.40
H 14.1359 11.3879 5.1957 0.16
H 15.5939 11.1286 4.2019 0.41
H 15.2267 12.7364 4.7317 0.33
H 17.5681 10.3819 5.1654 0.38
```

As for the HOMO-LUMO gap: 6.2 eV. For the lowest unoccupied orbital energy, the calculation gives -7.576 eV. As for the charge: +2. The calculation puts the energy at -2438.74277 Ha.

This record from the OMol25 dataset describes a structure of composition C49H44F2KN6O7PS in a non-equilibrium geometry. The level of theory is ωB97M-V/def2-TZVPD.

Structure (XYZ):
```
111
Properties=species:S:1:pos:R:3:mulliken_charge:R:1
K -0.3251 0.8267 -0.0538 1.62
C 0.5846 -4.9841 -7.8338 -0.88
O -0.0902 -3.7537 -7.7450 -0.45
C -1.2581 -3.7519 -7.0287 0.95
C -1.7805 -2.5014 -6.7091 -0.72
C -2.9436 -2.3926 -5.9786 0.05
C -3.6412 -3.5382 -5.5557 -0.06
C -3.1161 -4.7770 -5.9078 -0.58
C -1.9282 -4.8924 -6.6240 -0.30
N -4.9162 -3.4805 -4.9616 -0.75
N -5.2499 -2.6189 -4.0919 -0.50
C -4.3900 -1.8797 -3.3147 0.04
C -4.8821 -0.6146 -2.9459 -0.16
C -4.0905 0.3622 -2.3980 -1.06
C -2.7063 0.1463 -2.1125 0.16
O -1.9220 1.0529 -1.7665 -0.41
C -2.2529 -1.2570 -2.2319 -0.20
N -1.0464 -1.5354 -1.7019 0.01
C -0.6116 -2.7755 -1.7082 0.18
C -1.3808 -3.8357 -2.2043 -1.47
C -2.6148 -3.5690 -2.7439 -0.44
C -3.0772 -2.2409 -2.8233 0.96
H 1.5459 -4.7710 -8.2953 0.24
H 0.0415 -5.7054 -8.4552 0.31
H 0.7486 -5.4254 -6.8459 0.37
H -1.2335 -1.6198 -7.0230 0.39
H -3.3233 -1.4138 -5.7154 0.34
H -3.6392 -5.6686 -5.5816 0.38
H -1.5419 -5.8792 -6.8473 0.33
H -5.9123 -0.3970 -3.2084 0.36
H -4.4852 1.3525 -2.1975 0.38
H 0.3830 -2.9402 -1.2975 0.39
H -1.0133 -4.8531 -2.1488 0.43
H -3.2450 -4.3786 -3.0813 0.57
O -2.2666 1.6540 3.3451 -0.84
S -1.1079 0.9865 2.7930 1.28
O -0.2126 1.8638 2.0308 -0.63
O -1.3900 -0.2471 2.0678 -0.81
C -0.0993 0.4577 4.1775 0.02
C -0.6955 0.2578 5.4123 -0.65
C 0.0632 -0.2121 6.4722 -0.61
C 1.4124 -0.4760 6.2811 -0.73
C 2.0090 -0.2549 5.0468 -0.48
C 1.2672 0.2218 3.9643 -0.04
P 1.9740 0.5588 2.2786 0.94
C 3.6543 -0.2260 2.5182 -0.14
C 3.7338 -1.5762 2.1635 -0.40
C 4.9354 -2.2658 2.2431 -0.60
C 6.0836 -1.6187 2.6829 -0.53
C 6.0187 -0.2797 3.0394 -0.60
C 4.8152 0.4123 2.9569 -0.11
C 2.5315 2.3014 2.5239 0.32
C 2.1931 3.1153 3.6026 -0.44
C 2.6767 4.4153 3.6833 -0.69
C 3.5018 4.9219 2.6866 -0.67
C 3.8270 4.1264 1.5978 -0.61
C 3.3420 2.8293 1.5197 -0.23
H -1.7502 0.4817 5.5188 0.51
H -0.3927 -0.3680 7.4434 0.35
H 2.0107 -0.8540 7.1031 0.37
H 3.0666 -0.4455 4.9264 0.38
H 2.8314 -2.0643 1.8123 0.42
H 4.9830 -3.3050 1.9386 0.41
H 7.0277 -2.1511 2.7338 0.33
H 6.9143 0.2307 3.3802 0.39
H 4.7886 1.4564 3.2423 0.38
H 1.5377 2.7412 4.3787 0.30
H 2.4009 5.0380 4.5273 0.34
H 3.8798 5.9361 2.7553 0.31
H 4.4332 4.5217 0.7904 0.38
H 3.5862 2.2070 0.6647 0.51
F 2.6166 -1.1869 -2.3560 -0.34
C 2.5070 -1.1901 -0.9061 -0.04
F 2.5045 -2.6296 -0.6358 -0.33
H 3.5331 -0.8936 -0.5786 0.02
C 3.8993 1.6693 -2.6488 -0.50
O 3.9068 2.4721 -3.8536 -0.64
C 3.8201 3.8057 -3.5747 0.63
C 4.9632 4.5813 -3.5165 -0.34
C 4.8756 5.9376 -3.2406 -0.53
C 3.6278 6.4990 -3.0089 -0.84
C 2.4828 5.7247 -3.0761 -0.30
C 2.5580 4.3648 -3.3678 -0.21
N 1.4373 3.5588 -3.6080 0.12
C 0.1680 3.7632 -3.1831 -1.21
C -0.2293 4.3679 -2.0138 1.33
C -1.5868 4.8182 -1.8949 -0.76
C -2.0487 5.3824 -0.7585 -0.74
C -1.1862 5.4934 0.3809 -0.28
C 0.0766 5.0119 0.3662 -0.46
C 0.6465 4.4057 -0.8204 0.64
O 1.7705 3.9006 -0.8135 -0.23
H 3.8464 0.6333 -2.9593 0.20
H 3.0377 1.9075 -2.0233 0.17
H 4.8152 1.8493 -2.0778 0.33
H 5.9170 4.0988 -3.6920 0.44
H 5.7720 6.5442 -3.2002 0.37
H 3.5443 7.5530 -2.7747 0.40
H 1.5152 6.1750 -2.8953 0.48
H 1.6433 2.6916 -4.0884 0.43
H -0.5913 3.3828 -3.8599 0.37
H -2.2367 4.7195 -2.7585 0.36
H -3.0687 5.7360 -0.6950 0.34
H -1.5692 5.9488 1.2870 0.39
H 0.7120 5.0480 1.2440 0.10
N 0.3523 -4.0063 2.0481 -0.85
N 0.5155 -2.5603 1.9122 0.31
H 0.7072 -4.2125 2.9728 0.20
H 1.0430 -4.3933 1.4155 0.25
H -0.2557 -2.1286 2.4073 0.20
H 0.3132 -2.3490 0.9407 -0.12
```

As for the HOMO-LUMO gap: 4.4 eV. For the lowest unoccupied orbital energy, the calculation gives 3.385 eV. As for the charge: -2. The calculation puts the energy at -4287.99596 Ha.

> Which of these has the lowest energy?

C49H44F2KN6O7PS

> Which of these has the highest energy?

C4H13N2Si

> The highest energy belongs to which entry?

C4H13N2Si

> Among the records above, which one has the lowest energy?

C49H44F2KN6O7PS